# 1
Formula: C48H45CuF9GeNO3PTe
Source: the OMol25 dataset
Level of theory: wB97M-V/def2-TZVPD

Output
<S²>: 0.761
Frontier orbital gap (spin up / spin down) in eV: 2.71 / 2.72
Energy relative to the best compared isomer or geometry (same formula, charge and spin) in kJ/mol: 0.00
Electronic energy in eV: -200330.4445
LUMO (spin up / spin down) in eV: 3.4 / 3.4
HOMO energy (spin up / spin down) in eV: 0.69 / 0.68
Net charge: -2
Multiplicity: 2

Each line ends with the Mulliken spin population.
Geometry (Å):
Cu 1.946 -1.701 -1.304  -0.001
O 3.370 -4.106 -1.312  0.000
O 1.921 2.247 0.032  -0.029
C 4.950 0.726 -2.313  -0.001
Ge 4.916 -0.720 -0.895  -0.001
C 6.718 -1.450 -0.749  0.000
C 4.307 0.415 0.677  -0.001
C 3.076 -3.040 -1.886  0.000
H 5.954 0.778 -2.757  0.000
H 4.550 1.642 -1.836  -0.001
H 4.289 0.465 -3.135  0.000
H 7.372 -0.777 -0.140  0.000
H 7.202 -1.465 -1.743  0.000
H 6.731 -2.445 -0.282  0.000
H 4.605 -0.199 1.566  0.000
H 3.235 0.588 0.677  0.000
H 4.806 1.386 0.624  0.000
H 3.399 -3.030 -2.995  0.000
F 2.447 8.959 -2.335  0.013
C 2.556 8.833 -0.966  0.026
F 3.864 9.101 -0.777  0.000
F 1.868 9.919 -0.439  0.010
C 1.999 7.596 -0.440  0.288
C 0.640 7.311 -0.580  -0.042
C 0.166 6.056 -0.409  0.107
C 1.091 5.041 -0.011  0.125
C 2.444 5.362 0.239  0.152
C 2.884 6.637 0.027  -0.010
P 0.806 3.390 -0.489  0.125
C 0.821 3.096 -2.262  -0.015
C 1.587 2.001 -2.811  0.001
C 1.306 1.531 -4.054  0.000
C 0.320 2.126 -4.856  0.009
C -0.340 3.275 -4.402  -0.003
C -0.140 3.711 -3.095  0.031
C 0.173 1.674 -6.253  0.001
F 1.262 2.043 -6.968  0.001
F -0.012 0.352 -6.510  0.000
F -0.930 2.215 -6.839  0.000
C -0.919 2.898 0.062  0.029
C -1.559 3.607 1.159  -0.041
C -2.327 2.982 2.116  0.015
C -2.737 1.645 1.954  0.008
C -2.233 0.966 0.798  -0.002
C -1.192 1.528 0.020  0.015
C -4.028 1.127 2.563  0.001
F -4.865 2.201 2.469  0.000
F -4.651 0.060 1.921  0.000
F -4.092 0.727 3.886  0.001
H -0.079 8.101 -0.869  0.016
H -0.915 5.775 -0.550  0.074
H 3.135 4.571 0.525  0.042
H 3.948 6.929 0.188  0.013
H 2.338 1.529 -2.223  0.008
H 1.766 0.649 -4.505  0.001
H -1.123 3.741 -5.021  0.000
H -0.775 4.490 -2.711  0.015
H -1.405 4.693 1.285  0.013
H -2.770 3.488 2.962  0.002
H -2.508 -0.123 0.653  0.000
H 0.550 0.878 -0.519  -0.002
C -2.964 -3.527 7.569  0.000
C -2.496 -3.216 6.152  0.000
C -1.115 -2.979 5.924  -0.001
C -0.598 -2.676 4.670  0.000
C 0.829 -2.207 4.553  0.000
C -1.431 -2.792 3.515  0.001
Te -0.504 -2.677 1.563  -0.001
N -0.396 0.626 -0.763  -0.005
C -0.775 -0.388 -1.529  0.005
O 0.212 -1.166 -1.948  0.001
C -2.123 -0.608 -2.148  0.000
C -3.037 0.445 -2.199  0.004
C -4.149 0.349 -3.016  -0.001
C -4.327 -0.786 -3.850  0.001
C -3.478 -1.906 -3.682  -0.001
C -2.395 -1.803 -2.861  0.001
C -0.643 -4.580 0.562  0.000
C -1.693 -4.843 -0.326  0.000
C -1.813 -6.053 -0.985  0.000
C -0.832 -7.036 -0.826  0.000
C 0.210 -6.803 0.068  0.000
C 0.360 -5.560 0.692  0.000
C 1.528 -5.305 1.584  0.000
C -2.814 -2.941 3.709  0.001
C -3.715 -3.065 2.487  0.000
C -3.316 -3.150 5.020  0.000
H -2.779 -2.626 8.193  0.000
H -2.382 -4.366 8.024  0.000
H -4.063 -3.755 7.574  0.000
H -0.417 -2.993 6.764  0.000
H 1.213 -1.867 5.521  0.000
H 0.882 -1.368 3.840  0.000
H 1.540 -2.998 4.224  0.000
H -2.955 1.373 -1.613  -0.001
H -4.957 1.119 -3.076  0.000
H -5.102 -0.821 -4.600  0.000
H -3.660 -2.817 -4.239  0.000
H -1.657 -2.589 -2.679  0.000
H -2.403 -4.055 -0.532  0.000
H -2.724 -6.225 -1.539  0.000
H -0.909 -7.974 -1.334  0.000
H 1.026 -7.539 0.250  0.000
H 2.295 -6.055 1.490  0.000
H 1.214 -5.193 2.634  0.000
H 1.939 -4.297 1.287  0.000
H -3.844 -2.057 2.043  0.000
H -4.746 -3.290 2.819  0.000
H -3.374 -3.775 1.711  0.000
H -4.378 -3.192 5.141  0.000

Cartesian forces (eV/Å) of the 3 atoms listed first:
Cu 0.2 0.7 -0.2
O 0.2 0.4 -0.3
O -4.3 3.8 -1.3

# 2
Formula: C48H46ClFN4O7P
Source: the OMol25 dataset
Level of theory: wB97M-V/def2-TZVPD

Output
Frontier orbital gap in eV: 8.37
Electronic energy in eV: -95341.1036
LUMO in eV: -2.8
HOMO energy in eV: -11.19
Net charge: +1
Multiplicity: 1

Each line ends with the Mulliken charge.
Geometry (Å):
C -0.473 4.032 -3.306  -1.307
C -1.557 2.950 -3.343  -0.252
C -1.211 1.801 -4.294  -1.043
C -0.114 0.825 -3.843  -0.702
C -0.500 -0.210 -2.732  1.303
P 0.674 -0.105 -1.215  0.155
O 2.025 0.112 -2.104  -0.528
Cl 0.289 1.831 -0.645  -0.113
N -1.931 -0.040 -2.418  0.095
C -2.636 -0.861 -3.224  -0.822
N -3.948 -0.860 -3.284  0.064
C -4.754 -1.738 -4.134  -0.488
C -6.095 -2.062 -3.477  -0.797
C -7.092 -0.897 -3.591  -0.490
N -8.093 -0.899 -2.518  -0.582
N -1.824 -1.642 -3.997  -0.347
C -0.505 -1.688 -3.256  0.292
C -0.573 -2.807 -2.192  -1.252
C -1.603 -2.640 -1.093  0.146
O -1.654 -1.840 -0.222  -0.480
F -2.584 -3.587 -1.212  -0.315
C 0.630 -1.985 -4.247  -1.087
C 0.863 -3.470 -4.507  -0.056
O 0.097 -4.074 -5.215  -0.561
C 2.071 -4.114 -3.898  0.225
C 3.322 -3.857 -4.457  -0.213
C 4.452 -4.457 -3.922  -0.741
C 4.341 -5.313 -2.834  -0.417
C 3.097 -5.568 -2.276  -0.816
C 1.961 -4.972 -2.808  -0.064
H -0.623 4.731 -4.131  0.388
H 0.530 3.615 -3.426  0.291
H -0.488 4.585 -2.367  0.323
H -1.796 2.585 -2.344  0.163
H -2.474 3.407 -3.729  0.414
H -0.823 2.263 -5.210  0.633
H -2.112 1.268 -4.613  0.143
H 0.727 1.414 -3.480  0.538
H 0.254 0.327 -4.734  0.270
H 2.554 0.867 -1.814  0.343
H -2.248 0.097 -1.469  0.444
H -4.422 -0.182 -2.705  0.299
H -4.210 -2.664 -4.325  0.371
H -4.903 -1.260 -5.107  0.277
H -6.486 -2.930 -4.008  0.366
H -5.914 -2.328 -2.432  0.342
H -6.540 0.050 -3.614  0.287
H -7.615 -1.018 -4.543  0.309
H -8.200 0.025 -2.120  0.239
H -7.803 -1.495 -1.753  0.255
H -2.190 -2.574 -4.172  0.650
H -0.799 -3.749 -2.693  0.794
H 0.406 -2.882 -1.707  0.731
H 1.564 -1.504 -3.957  0.512
H 0.322 -1.566 -5.205  0.614
H 3.414 -3.192 -5.307  0.473
H 5.423 -4.263 -4.358  0.402
H 5.219 -5.792 -2.421  0.400
H 2.996 -6.242 -1.435  0.418
H 0.991 -5.193 -2.380  0.467
C 6.601 7.919 3.695  -0.476
C 7.064 6.648 3.375  -0.494
C 6.198 5.704 2.850  -0.571
C 4.861 6.025 2.650  0.215
C 4.393 7.298 2.985  0.173
C 5.269 8.244 3.502  -0.580
C 2.958 7.663 2.813  0.611
O 2.549 8.768 3.091  -0.647
C 2.034 6.615 2.286  0.197
C 0.682 6.910 2.155  -0.550
C -0.188 5.956 1.656  -0.836
C 0.290 4.703 1.283  -0.178
C 1.633 4.404 1.418  -0.469
C 2.510 5.356 1.921  0.031
C 3.951 5.000 2.069  0.580
O 4.360 3.911 1.723  -0.675
H 7.281 8.657 4.100  0.407
H 8.103 6.395 3.535  0.400
H 6.547 4.714 2.592  0.467
H 4.895 9.228 3.750  0.481
H 0.326 7.889 2.446  0.494
H -1.241 6.187 1.556  0.405
H -0.397 3.964 0.897  0.511
H 2.020 3.433 1.143  0.556
C -3.377 -4.323 3.226  -0.799
C -2.577 -3.587 2.357  -0.064
C -1.384 -3.044 2.801  -0.247
C -0.999 -3.215 4.125  -0.140
C -1.811 -3.934 5.002  0.127
C -2.997 -4.497 4.545  -0.588
C -1.432 -4.103 6.437  0.609
O -2.135 -4.736 7.193  -0.651
C -0.169 -3.463 6.900  0.167
C 0.183 -3.565 8.240  -0.570
C 1.359 -2.988 8.690  -0.486
C 2.190 -2.312 7.804  -0.506
C 1.843 -2.205 6.469  -0.540
C 0.661 -2.774 6.012  0.061
C 0.295 -2.626 4.577  0.564
O 1.019 -2.046 3.794  -0.693
H -4.305 -4.756 2.874  0.414
H -2.890 -3.442 1.334  0.303
H -0.748 -2.471 2.141  0.757
H -3.611 -5.060 5.234  0.500
H -0.470 -4.097 8.918  0.482
H 1.630 -3.065 9.735  0.408
H 3.110 -1.867 8.159  0.402
H 2.480 -1.679 5.770  0.477

Cartesian forces (eV/Å) of the 3 atoms listed first:
C 0.0 -0.1 0.0
C -0.2 0.0 -0.3
C 0.1 0.1 -0.2

# 3
Formula: C48H47AuBN8O5
Source: the OMol25 dataset
Level of theory: wB97M-V/def2-TZVPD

Output
Frontier orbital gap in eV: 5.89
Energy relative to the best compared isomer or geometry (same formula, charge and spin) in kJ/mol: 29.98
Electronic energy in eV: -77062.7900
LUMO in eV: -4.0
HOMO energy in eV: -9.86
Net charge: +1
Multiplicity: 1

Each line ends with the Mulliken charge.
Geometry (Å):
Au 0.994 -0.147 -0.666  1.514
C 4.046 -2.430 -4.383  -1.337
C 3.119 -2.431 -3.219  0.503
C 2.378 -3.483 -2.685  -1.215
C 1.733 -2.962 -1.569  -0.219
N 2.057 -1.665 -1.465  0.324
N 2.900 -1.343 -2.467  1.002
B 3.695 0.013 -2.343  -1.241
N 2.865 1.204 -2.798  0.790
N 2.083 1.796 -1.861  -0.127
C 1.668 2.956 -2.381  -0.233
C 2.154 3.085 -3.692  -1.216
C 2.920 1.961 -3.915  0.530
C 3.723 1.580 -5.108  -1.447
C 0.932 3.954 -1.596  1.010
C 1.020 3.968 -0.205  0.205
C 0.341 4.926 0.530  -0.456
C -0.415 5.894 -0.115  -0.389
C -0.482 5.906 -1.501  -1.087
C 0.187 4.943 -2.237  -0.641
N 4.018 0.165 -0.837  0.427
N 3.059 0.198 0.126  0.663
C 3.659 0.360 1.308  -0.622
C 5.043 0.427 1.098  -1.210
C 5.227 0.305 -0.261  0.489
C 6.497 0.322 -1.036  -1.472
C 2.958 0.428 2.603  0.973
C 1.576 0.562 2.717  1.519
C 0.967 0.620 3.961  -0.965
C 1.729 0.547 5.117  -0.770
C 3.107 0.424 5.017  -0.766
C 3.714 0.368 3.775  -1.154
C 0.966 -3.650 -0.524  0.697
C 0.158 -4.740 -0.839  -0.749
C -0.544 -5.395 0.160  -0.939
C -0.443 -4.969 1.477  -0.404
C 0.372 -3.891 1.798  -0.790
C 1.077 -3.235 0.802  0.167
H 4.164 -3.443 -4.761  0.408
H 5.025 -2.044 -4.104  0.257
H 3.658 -1.804 -5.187  0.187
H 2.375 -4.504 -3.020  0.581
H 4.698 -0.080 -2.975  -0.183
H 2.019 3.910 -4.367  0.530
H 3.770 2.416 -5.802  0.387
H 3.276 0.735 -5.634  0.173
H 4.740 1.304 -4.833  0.292
H 1.637 3.235 0.296  0.259
H 0.410 4.921 1.609  0.419
H -0.942 6.644 0.460  0.423
H -1.062 6.665 -2.010  0.413
H 0.120 4.950 -3.317  0.372
H 5.817 0.557 1.832  0.582
H 7.334 0.450 -0.354  0.398
H 6.512 1.140 -1.755  0.296
H 6.642 -0.609 -1.585  0.289
H 0.955 0.673 1.844  -0.661
H -0.106 0.742 4.024  0.498
H 1.256 0.598 6.087  0.443
H 3.713 0.372 5.910  0.407
H 4.788 0.269 3.719  0.348
H 0.072 -5.069 -1.866  0.472
H -1.166 -6.244 -0.089  0.455
H -0.983 -5.488 2.257  0.482
H 0.473 -3.570 2.826  0.517
H 1.740 -2.416 1.058  0.681
O -1.188 1.464 -1.780  -0.640
C -1.067 1.740 -0.613  0.534
O -0.142 1.202 0.175  0.123
C -1.917 2.702 0.131  -0.089
C -2.601 3.668 -0.597  -0.434
C -3.423 4.602 0.033  -1.517
C -3.529 4.505 1.398  1.147
O -4.263 5.284 2.238  -0.510
C -4.062 4.759 3.550  -0.321
O -3.150 3.668 3.454  -0.534
C -2.857 3.531 2.127  0.419
C -2.037 2.616 1.529  -0.461
H -2.483 3.682 -1.669  0.580
H -3.951 5.365 -0.520  0.429
H -5.018 4.403 3.944  0.278
H -3.632 5.538 4.185  0.272
H -1.526 1.858 2.099  0.320
C -6.493 -2.248 2.496  -1.127
C -5.112 -2.751 2.885  -0.779
N -4.193 -2.828 1.746  0.298
C -3.809 -4.146 1.261  -0.130
C -4.932 -4.872 0.537  -1.188
C -3.692 -1.667 1.285  -0.078
O -3.915 -0.578 1.787  -0.674
C -2.813 -1.704 0.057  -0.331
C -3.297 -1.978 -1.215  0.125
C -2.451 -1.871 -2.306  -1.716
C -1.148 -1.468 -2.105  -0.026
N -0.698 -1.198 -0.874  0.311
C -1.502 -1.290 0.187  0.143
H -7.143 -2.232 3.370  0.411
H -6.951 -2.890 1.745  0.289
H -6.431 -1.235 2.103  0.298
H -5.169 -3.753 3.312  0.442
H -4.670 -2.089 3.632  0.410
H -3.482 -4.733 2.125  0.389
H -2.938 -4.043 0.613  -0.077
H -5.805 -4.990 1.176  0.330
H -4.604 -5.866 0.235  0.418
H -5.241 -4.329 -0.356  0.234
H -4.332 -2.263 -1.350  0.675
H -2.796 -2.068 -3.310  0.516
H -0.450 -1.343 -2.920  0.524
H -1.082 -1.033 1.149  0.630

Cartesian forces (eV/Å) of the 3 atoms listed first:
Au 1.5 -0.8 0.6
C 0.0 0.0 0.0
C 0.0 0.0 0.1

# 4
Formula: C48H47BrCl2N7O7STi
Source: the OMol25 dataset
Level of theory: wB97M-V/def2-TZVPD

Output
Frontier orbital gap in eV: 2.99
Energy relative to the best compared isomer or geometry (same formula, charge and spin) in kJ/mol: 225.77
Electronic energy in eV: -204338.0197
LUMO in eV: -5.4
HOMO energy in eV: -8.39
Net charge: +1
Multiplicity: 1

Each line ends with the Mulliken charge.
Geometry (Å):
Ti -0.082 1.783 -0.994  0.499
Br -2.896 -4.457 4.894  -0.146
C -2.597 -2.835 3.993  0.006
C -3.682 -2.065 3.600  -1.012
C -3.469 -0.888 2.900  -0.639
C -2.172 -0.472 2.613  -0.013
C -1.099 -1.254 3.014  0.479
C -1.301 -2.434 3.711  -0.842
N -1.881 0.730 1.907  0.316
C -2.730 1.656 1.930  -0.222
C -2.569 2.964 1.244  0.313
C -3.514 3.912 1.582  -0.781
C -3.384 5.221 1.146  -0.702
C -2.262 5.543 0.415  -1.037
C -1.377 4.533 0.082  -0.494
N -1.531 3.240 0.422  0.291
H -4.688 -2.389 3.831  0.458
H -4.326 -0.311 2.568  0.280
H -0.092 -0.916 2.804  0.279
H -0.461 -3.030 4.041  0.579
H -3.636 1.592 2.537  0.368
H -4.332 3.623 2.228  0.515
H -4.124 5.970 1.403  0.461
H -2.062 6.555 0.088  0.493
H -0.507 4.777 -0.499  0.481
Cl 6.373 3.788 -3.292  -0.170
C 4.845 3.078 -2.935  -0.053
C 4.271 2.193 -3.855  -0.279
C 3.054 1.596 -3.604  0.535
Cl 2.365 0.501 -4.744  -0.198
C 2.365 1.863 -2.424  -0.442
O 1.215 1.243 -2.165  0.333
C 2.937 2.781 -1.516  1.551
C 2.287 3.142 -0.307  -0.538
O 1.163 2.724 0.059  0.253
C 4.188 3.373 -1.775  -1.260
H 4.794 1.971 -4.777  0.510
H 2.795 3.828 0.372  0.425
H 4.619 4.063 -1.059  0.562
C -3.935 -4.171 -0.038  -1.469
C -4.128 -3.170 -1.184  1.508
C -3.715 -3.825 -2.513  -1.567
C -5.603 -2.775 -1.254  -2.060
C -3.234 -1.955 -0.978  0.238
C -3.712 -0.646 -0.985  -0.713
C -2.832 0.403 -0.925  -1.082
N -1.509 0.237 -0.793  2.093
C -1.028 -1.024 -0.728  0.029
C -1.856 -2.115 -0.821  -1.056
C 0.415 -1.124 -0.424  -0.195
C 1.157 -2.270 -0.553  -0.347
C 2.497 -2.295 -0.142  0.037
C 3.013 -1.116 0.382  -0.803
C 2.220 0.008 0.447  -2.600
N 0.943 0.024 0.055  1.612
C 3.300 -3.582 -0.215  1.791
C 3.180 -4.183 -1.622  -1.707
C 4.777 -3.346 0.109  -1.947
C 2.712 -4.560 0.821  -1.520
H -4.571 -5.042 -0.209  0.483
H -4.210 -3.733 0.919  0.283
H -2.904 -4.526 0.037  0.286
H -4.401 -4.640 -2.747  0.476
H -2.705 -4.242 -2.460  0.288
H -3.742 -3.105 -3.336  0.304
H -6.206 -3.671 -1.408  0.472
H -5.808 -2.097 -2.088  0.387
H -5.942 -2.303 -0.327  0.395
H -4.763 -0.428 -1.104  0.746
H -3.185 1.422 -0.997  0.345
H -1.427 -3.106 -0.760  0.547
H 0.698 -3.158 -0.967  0.691
H 4.026 -1.053 0.756  0.717
H 2.601 0.915 0.899  0.800
H 3.554 -3.491 -2.382  0.346
H 2.151 -4.449 -1.876  0.337
H 3.775 -5.096 -1.674  0.483
H 5.232 -2.618 -0.571  0.407
H 5.322 -4.285 -0.001  0.449
H 4.926 -3.005 1.136  0.412
H 1.658 -4.776 0.621  0.344
H 2.794 -4.158 1.833  0.329
H 3.261 -5.503 0.786  0.447
N 0.935 2.034 2.974  0.110
C 2.071 1.560 3.682  0.296
C 2.779 2.361 4.563  -0.675
C 3.984 1.912 5.104  -0.502
C 4.492 0.662 4.778  -0.123
C 3.758 -0.156 3.929  -1.345
C 2.564 0.289 3.387  1.001
S 6.037 0.075 5.401  1.278
O 6.756 -0.271 4.175  -0.696
O 6.560 1.222 6.130  -0.714
O 5.671 -1.078 6.214  -0.686
H 0.319 1.333 2.608  -0.509
H 0.463 2.849 3.329  0.288
H 2.399 3.354 4.806  0.366
H 4.558 2.537 5.778  0.550
H 4.149 -1.138 3.687  0.387
H 2.009 -0.360 2.710  -0.106
C -3.311 1.465 -5.981  -0.888
N -2.416 2.072 -4.986  0.158
C -1.865 3.292 -5.180  0.182
C -1.029 3.869 -4.281  -1.500
C -0.791 3.108 -3.125  0.685
O -0.023 3.474 -2.139  -0.425
N -1.326 1.915 -2.914  0.564
C -2.145 1.308 -3.841  -0.169
O -2.599 0.192 -3.735  -0.625
H -3.379 2.138 -6.831  0.308
H -4.297 1.307 -5.554  0.311
H -2.917 0.504 -6.297  0.312
H -2.130 3.780 -6.108  0.401
H -0.568 4.831 -4.440  0.585

Cartesian forces (eV/Å) of the 3 atoms listed first:
Ti -1.7 -1.1 -0.9
Br 0.0 -0.1 0.1
C 0.0 0.0 0.0